Entry 1:
{
  "formula": "C4H9N2",
  "method": "wB97M-V/def2-TZVPD",
  "max_force_ev_per_a": 5.46,
  "orbital_gap_ev": 8.987,
  "de_lowest_kj_mol": 325.47,
  "smiles": "C/C=N/C=C/[NH3+]",
  "total_energy_ha": -266.9753,
  "spin_multiplicity": 1,
  "total_charge": 1,
  "elements": ["C", "C", "N", "C", "C", "N", "H", "H", "H", "H", "H", "H", "H", "H", "H"],
  "coordinates": [[2.9916, 0.0974, -0.2185], [1.7574, 0.0559, 0.5399], [0.6901, -0.1068, -0.0750], [-0.5357, -0.3591, 0.0151], [-1.6044, 0.5516, 0.0427], [-2.9721, -0.0415, -0.0107], [2.8469, -0.0932, -1.2571], [3.7907, -0.6200, 0.0163], [3.4572, 1.0691, -0.3798], [1.8139, -0.1374, 1.5333], [-0.6501, -1.3993, -0.0762], [-1.4578, 1.6173, 0.1197], [-2.9817, -1.0138, -0.4357], [-3.6347, 0.2791, -0.7413], [-3.5114, 0.1007, 0.9272]],
  "mulliken_charge": [-1.093, 0.083, -0.146, -0.209, -0.446, -0.385, 0.349, 0.313, 0.307, 0.425, 0.299, 0.383, 0.371, 0.367, 0.381]
}

=====

Entry 2:
{
  "formula": "C18H38ClN2O2",
  "method": "wB97M-V/def2-TZVPD",
  "max_force_ev_per_a": 2.92,
  "orbital_gap_ev": 7.149,
  "de_lowest_kj_mol": 204.58,
  "total_energy_ha": -1428.7672,
  "spin_multiplicity": 1,
  "total_charge": -1,
  "elements": ["Cl", "C", "C", "C", "C", "C", "C", "N", "O", "C", "C", "C", "H", "H", "H", "H", "H", "H", "H", "H", "H", "H", "H", "H", "H", "H", "H", "H", "H", "H", "H", "C", "C", "C", "C", "C", "C", "N", "O", "C", "C", "C", "H", "H", "H", "H", "H", "H", "H", "H", "H", "H", "H", "H", "H", "H", "H", "H", "H", "H", "H"],
  "coordinates": [[0.4525, 1.2968, 3.9253], [2.2087, 1.7299, -0.2384], [1.1895, 2.7814, -0.8854], [0.6531, 2.2012, -2.2807], [-0.4547, 3.0399, -2.9580], [-1.6382, 3.2113, -1.9945], [-1.1762, 3.5783, -0.4885], [0.0275, 2.8533, -0.0109], [0.3117, 3.2048, 1.2763], [-1.1026, 5.1032, -0.3333], [-2.3706, 3.0512, 0.3762], [2.0015, 4.0827, -1.1621], [2.5455, 2.0778, 0.7382], [3.1111, 1.7130, -0.8494], [1.9070, 0.6824, -0.2396], [1.4046, 2.1214, -3.0662], [0.2396, 1.2232, -2.0345], [-0.6412, 2.5116, -3.8930], [-0.1744, 4.0435, -3.2779], [-2.2592, 2.3186, -2.0686], [-2.2717, 4.0185, -2.3621], [-0.1892, 5.5287, -0.7488], [-1.9453, 5.6170, -0.7958], [-1.0504, 5.3833, 0.7188], [-2.3132, 1.9683, 0.4860], [-2.4128, 3.5565, 1.3411], [-3.3187, 3.2598, -0.1193], [2.1798, 4.6269, -0.2346], [1.3772, 4.6675, -1.8376], [2.9938, 3.9047, -1.5763], [0.2681, 2.3750, 1.7570], [0.6490, -3.7812, 3.3228], [0.7151, -3.6858, 1.7836], [-0.1052, -4.9792, 1.3419], [-0.7625, -5.0236, -0.0028], [-1.4793, -3.6556, -0.2487], [-0.5914, -2.3782, -0.0242], [0.0070, -2.4739, 1.3286], [0.6663, -1.3340, 1.6995], [0.4860, -2.3305, -1.1310], [-1.5788, -1.2350, -0.1513], [2.1552, -3.9287, 1.2616], [0.6594, -4.8228, 3.6440], [-0.3847, -3.5567, 3.5857], [1.2637, -3.0073, 3.7824], [0.6908, -5.7152, 1.2292], [-0.8926, -5.1136, 2.0835], [-1.4726, -5.8190, -0.2292], [0.0299, -5.1907, -0.7323], [-2.3577, -3.6457, 0.3966], [-1.7154, -3.5712, -1.3095], [0.8675, -3.3161, -1.3977], [0.1332, -1.9823, -2.1017], [1.3462, -1.7389, -0.8177], [-1.1162, -0.2503, -0.0852], [-2.3869, -1.3518, -0.8735], [-2.1185, -1.3236, 0.7916], [2.3259, -4.4048, 0.2961], [2.8829, -4.3047, 1.9808], [2.5537, -2.9156, 1.2090], [-0.0228, -0.8960, 2.2045]],
  "mulliken_charge": [-0.842, -1.644, 1.211, -0.622, -0.818, -1.119, 1.212, 1.224, -0.551, -1.729, -1.669, -1.900, 0.480, 0.439, 0.019, 0.425, -0.009, 0.409, 0.350, 0.427, 0.398, 0.340, 0.415, 0.348, 0.194, 0.386, 0.440, 0.378, 0.326, 0.411, 0.166, -1.984, 1.518, -1.280, -0.872, -1.330, 2.078, 0.298, -0.268, -1.689, -2.237, -1.754, 0.426, 0.491, 0.410, 0.439, 0.450, 0.391, 0.306, 0.386, 0.487, 0.285, 0.443, 0.177, 0.324, 0.393, 0.600, 0.295, 0.458, 0.423, 0.244]
}

=====

Entry 3:
{
  "formula": "C28H78F3O14Y",
  "method": "wB97M-V/def2-TZVPD",
  "max_force_ev_per_a": 3.48,
  "orbital_gap_ev": 1.984,
  "de_lowest_kj_mol": 1293.67,
  "total_energy_ha": -2503.7927,
  "spin_multiplicity": 1,
  "total_charge": 2,
  "elements": ["Y", "C", "O", "O", "C", "F", "F", "F", "C", "C", "H", "H", "H", "H", "H", "H", "C", "C", "O", "H", "H", "H", "H", "H", "H", "C", "C", "O", "H", "H", "H", "H", "H", "H", "C", "C", "O", "H", "H", "H", "H", "H", "H", "C", "C", "O", "H", "H", "H", "H", "H", "H", "C", "C", "O", "H", "H", "H", "H", "H", "H", "C", "C", "O", "H", "H", "H", "H", "H", "H", "C", "C", "O", "H", "H", "H", "H", "H", "H", "C", "C", "O", "H", "H", "H", "H", "H", "H", "C", "C", "O", "H", "H", "H", "H", "H", "H", "C", "C", "O", "H", "H", "H", "H", "H", "H", "C", "C", "O", "H", "H", "H", "H", "H", "H", "C", "C", "O", "H", "H", "H", "H", "H", "H"],
  "coordinates": [[4.5217, -2.4665, 2.6576], [0.2254, -0.7512, -0.0899], [0.8083, 0.2025, -1.0043], [1.3436, -1.1981, 0.6901], [-1.0187, -0.0767, 0.6339], [-2.0321, 0.0426, -0.2453], [-1.3914, -0.7695, 1.7011], [-0.6125, 1.0903, 1.1899], [0.2668, 0.2482, -2.3321], [1.1825, 1.2264, -3.0825], [2.2472, 0.9963, -3.1217], [0.8337, 1.4131, -4.0982], [1.0157, 2.1943, -2.6098], [-0.7673, 0.5847, -2.4065], [0.3041, -0.6720, -2.9151], [-0.1132, -1.6465, -0.6112], [-2.8964, -5.4678, 4.1398], [-2.5358, -6.4387, 5.2924], [-3.3445, -6.1445, 6.4204], [-2.2878, -5.7104, 3.2687], [-2.7219, -4.4541, 4.5004], [-3.9358, -5.4250, 3.8145], [-1.5454, -6.4064, 5.7464], [-2.6332, -7.4717, 4.9583], [-3.2875, -6.8939, 7.0178], [-3.0550, 4.5772, -0.4221], [-3.3837, 5.9182, 0.2106], [-2.9791, 6.9419, -0.6531], [-2.0103, 4.4500, -0.7056], [-3.6883, 4.3853, -1.2882], [-3.3228, 3.8585, 0.3525], [-2.9128, 5.9301, 1.1935], [-4.4460, 6.0632, 0.4073], [-2.9200, 7.7434, -0.1279], [3.8349, 3.1309, 4.5720], [4.9135, 2.1631, 3.9866], [4.2606, 1.2064, 3.2115], [2.9654, 2.6797, 5.0500], [3.5050, 3.7490, 3.7369], [4.2188, 3.8416, 5.3038], [5.5369, 1.7216, 4.7641], [5.5648, 2.7315, 3.3226], [3.7026, 1.7793, 2.6804], [-7.1982, 1.2472, 1.5802], [-8.7214, 1.3772, 1.4949], [-9.3903, 0.3507, 2.2913], [-6.8808, 1.6222, 2.5532], [-6.7630, 1.8896, 0.8147], [-6.9015, 0.2109, 1.4182], [-9.0379, 1.3642, 0.4519], [-9.1217, 2.3590, 1.7477], [-10.0487, -0.0956, 1.7537], [-2.9128, -5.0554, -1.9414], [-2.5971, -4.2062, -3.1786], [-3.1951, -4.5979, -4.3566], [-2.6726, -6.0685, -2.2642], [-3.9431, -5.1045, -1.5891], [-2.3655, -4.8224, -1.0280], [-1.5152, -4.2284, -3.3099], [-2.7946, -3.1515, -2.9871], [-3.2883, -3.7984, -4.8798], [4.4144, 5.9883, -0.1274], [3.3200, 5.0581, -0.6817], [3.0124, 4.0405, 0.2481], [5.2289, 5.3297, 0.1741], [4.1753, 6.7404, 0.6246], [4.7535, 6.5933, -0.9683], [3.7294, 4.5383, -1.5479], [2.4735, 5.6662, -1.0006], [2.3542, 3.4850, -0.1759], [2.7973, -1.7247, -8.0463], [3.6084, -1.5995, -9.3635], [3.1467, -0.5246, -10.1068], [3.3689, -2.3763, -7.3854], [1.7471, -2.0044, -8.1302], [2.8154, -0.7019, -7.6700], [3.5079, -2.5337, -9.9161], [4.6617, -1.3325, -9.2778], [2.7832, -0.8976, -10.9132], [6.6427, -0.1708, -2.3444], [5.8385, 0.2523, -1.1206], [6.3001, -0.6508, -0.1327], [6.3133, 0.4369, -3.1872], [6.5464, -1.2143, -2.6442], [7.6997, 0.0399, -2.1815], [4.8105, 0.0785, -1.4386], [6.0269, 1.2820, -0.8165], [7.2163, -0.3758, -0.0522], [3.6545, -4.5930, -2.3764], [3.8274, -5.1800, -1.0177], [4.7746, -4.4730, -0.2818], [4.6044, -4.5926, -2.9111], [3.3454, -3.5498, -2.3108], [2.9085, -5.1270, -2.9650], [4.1912, -6.2074, -1.0329], [2.8822, -5.2701, -0.4824], [5.6368, -4.6884, -0.6450], [1.0444, -2.2805, 7.3663], [1.3608, -1.7384, 5.9211], [2.7748, -1.6724, 5.8666], [1.3283, -3.3281, 7.4669], [-0.0235, -2.2414, 7.5814], [1.5117, -1.6518, 8.1242], [0.8571, -0.7973, 5.7004], [1.0337, -2.5007, 5.2140], [2.9992, -1.0270, 6.5410], [-2.3733, 0.6820, -6.6997], [-3.6586, 0.3695, -5.9729], [-4.0570, -0.9646, -6.1942], [-1.9516, 1.6582, -6.4602], [-2.4241, 0.6078, -7.7860], [-1.5205, 0.0438, -6.4682], [-4.3980, 1.0678, -6.3650], [-3.5514, 0.4114, -4.8889], [-5.0110, -1.0312, -6.1103], [-3.1142, 3.4549, 5.4886], [-3.8008, 4.1596, 6.6230], [-3.2518, 5.4127, 6.6984], [-3.3590, 2.3943, 5.4313], [-2.0437, 3.5874, 5.6457], [-3.2752, 3.8605, 4.4898], [-3.6349, 3.5618, 7.5192], [-4.8660, 4.2289, 6.4024], [-3.7757, 5.8235, 7.3900]],
  "mulliken_charge": [1.891, -0.090, -0.133, -0.498, 0.746, -0.191, -0.245, -0.233, -0.201, -1.273, 0.252, 0.401, 0.293, 0.359, 0.308, 0.361, -0.948, -0.225, -0.523, 0.300, 0.233, 0.320, 0.245, 0.295, 0.305, -0.874, -0.281, -0.515, 0.232, 0.314, 0.276, 0.272, 0.272, 0.305, -1.032, -0.236, -0.360, 0.267, 0.268, 0.344, 0.337, 0.246, 0.223, -0.791, -0.338, -0.520, 0.235, 0.276, 0.261, 0.302, 0.273, 0.302, -1.054, -0.017, -0.537, 0.293, 0.323, 0.273, 0.165, 0.220, 0.333, -1.178, -0.146, -0.454, 0.269, 0.322, 0.363, 0.271, 0.316, 0.238, -0.860, -0.298, -0.518, 0.274, 0.278, 0.242, 0.334, 0.230, 0.319, -1.157, 0.013, -0.467, 0.352, 0.271, 0.408, 0.102, 0.247, 0.285, -0.949, -0.276, -0.467, 0.341, 0.186, 0.346, 0.294, 0.308, 0.290, -1.077, -0.219, -0.457, 0.272, 0.343, 0.399, 0.266, 0.245, 0.281, -1.103, -0.055, -0.526, 0.349, 0.334, 0.245, 0.287, 0.174, 0.305, -1.036, -0.187, -0.507, 0.346, 0.290, 0.242, 0.255, 0.281, 0.319]
}

=====

Please write out number 1 again, unchanged.
{
  "formula": "C4H9N2",
  "method": "wB97M-V/def2-TZVPD",
  "max_force_ev_per_a": 5.46,
  "orbital_gap_ev": 8.987,
  "de_lowest_kj_mol": 325.47,
  "smiles": "C/C=N/C=C/[NH3+]",
  "total_energy_ha": -266.9753,
  "spin_multiplicity": 1,
  "total_charge": 1,
  "elements": ["C", "C", "N", "C", "C", "N", "H", "H", "H", "H", "H", "H", "H", "H", "H"],
  "coordinates": [[2.9916, 0.0974, -0.2185], [1.7574, 0.0559, 0.5399], [0.6901, -0.1068, -0.0750], [-0.5357, -0.3591, 0.0151], [-1.6044, 0.5516, 0.0427], [-2.9721, -0.0415, -0.0107], [2.8469, -0.0932, -1.2571], [3.7907, -0.6200, 0.0163], [3.4572, 1.0691, -0.3798], [1.8139, -0.1374, 1.5333], [-0.6501, -1.3993, -0.0762], [-1.4578, 1.6173, 0.1197], [-2.9817, -1.0138, -0.4357], [-3.6347, 0.2791, -0.7413], [-3.5114, 0.1007, 0.9272]],
  "mulliken_charge": [-1.093, 0.083, -0.146, -0.209, -0.446, -0.385, 0.349, 0.313, 0.307, 0.425, 0.299, 0.383, 0.371, 0.367, 0.381]
}

=====

Q: Number 2 is which compound?
A: C18H38ClN2O2